[1]
{
  "formula": "C8H9N2",
  "method": "the ωB97M-V functional and the def2-TZVPD basis",
  "elements": ["N", "N", "C", "C", "C", "C", "C", "C", "C", "C", "H", "H", "H", "H", "H", "H", "H", "H", "H"],
  "coordinates": [[1.9237, 1.4680, 0.0601], [-1.6982, 0.4627, 0.3514], [0.3582, -1.8514, 0.0767], [0.8817, 0.6387, 0.1151], [2.6429, -0.6870, -0.0303], [-1.0060, -1.8200, 0.1082], [-2.4822, 1.5605, -0.0913], [3.0696, 0.6376, -0.0790], [-1.9331, -0.7471, 0.0393], [1.1926, -0.6599, 0.1549], [1.9939, 2.4031, 0.2767], [0.7818, -2.7768, 0.0376], [-1.4801, -2.8511, -0.0264], [-3.0535, -0.9951, -0.0528], [-2.1572, 1.8791, -1.0427], [-2.3831, 2.3531, 0.5220], [-3.6879, 1.3906, -0.2008], [3.1035, -1.6555, -0.2727], [3.9334, 1.2506, 0.0542]],
  "total_charge": 1,
  "smiles": "C/N=C/C=C\\C1=C=[NH+]C=C1",
  "e_homo_ev": [-13.19, -13.26],
  "e_above_lowest_kcal_mol": 108.5,
  "mol_weight_da": 133.174,
  "homo_lumo_gap_ha": [0.2275, 0.2299]
}



[2]
{
  "formula": "C8H9N2O2",
  "method": "the ωB97M-V functional and the def2-TZVPD basis",
  "elements": ["O", "O", "N", "N", "C", "C", "C", "C", "C", "C", "C", "C", "H", "H", "H", "H", "H", "H", "H", "H", "H"],
  "coordinates": [[-3.2602, 0.7094, 0.0109], [-1.0983, 1.7516, 0.2899], [0.6762, 1.8388, -1.3602], [-1.9549, 0.5636, 0.0441], [-1.5570, -1.8000, -0.0644], [1.1926, -0.9962, 0.1179], [0.2105, -0.0929, 0.1842], [-0.5163, -2.7107, -0.0958], [0.7951, -2.3309, 0.0563], [0.2363, 1.3896, -0.0144], [-1.1541, -0.4563, 0.1400], [1.2125, 1.9605, 1.0966], [-2.6016, -1.9798, -0.2943], [2.2422, -0.6084, -0.0745], [1.4543, -3.1678, -0.1583], [0.3249, 0.9784, -2.0108], [0.7387, 1.7946, 2.1429], [1.5183, 2.9341, 0.8813], [2.1874, 1.3960, 0.9081], [-0.6953, -3.7820, -0.2897], [0.0487, 2.6084, -1.5098]],
  "total_charge": -1,
  "smiles": "C[C@]1(N)ON([O-])c2ccccc21",
  "e_homo_ev": -1.89,
  "e_above_lowest_kcal_mol": 80.0,
  "mol_weight_da": 165.172,
  "homo_lumo_gap_ha": 0.2088
}



[3]
{
  "formula": "C8H9N2OS3",
  "method": "the ωB97M-V functional and the def2-TZVPD basis",
  "elements": ["S", "S", "S", "O", "N", "N", "C", "C", "C", "C", "C", "C", "C", "C", "H", "H", "H", "H", "H", "H", "H", "H", "H"],
  "coordinates": [[-0.9824, -1.6390, -0.7339], [-0.7931, 1.5145, -0.3251], [0.0793, 3.3390, 1.9891], [-0.6762, 0.2367, -3.1209], [0.0094, 0.8191, 2.0323], [-0.0828, -0.3460, 1.3147], [-0.6727, -0.9574, -3.4620], [-0.3047, 1.8461, 1.3052], [0.4290, 1.1749, 3.3432], [0.6253, 2.5363, 3.4258], [-0.7865, -1.3065, -4.9089], [-0.0770, -1.8051, -2.4119], [-0.5850, -0.1574, 0.1399], [0.9553, 0.2088, 4.3199], [2.0496, 0.1325, 4.1265], [-1.8048, -1.1805, -5.1647], [-0.2130, -0.6104, -5.6037], [0.4066, -0.7533, 4.2959], [-0.1549, -2.8799, -2.6171], [-0.3033, -2.2088, -5.0386], [0.9676, -1.6199, -2.4014], [1.1531, 3.0067, 4.1981], [0.7611, 0.6495, 5.2977]],
  "total_charge": 1,
  "e_homo_ev": -12.96,
  "mol_weight_da": 245.374,
  "homo_lumo_gap_ha": 0.3334
}



[4]
{
  "formula": "C8H9N2S3",
  "method": "the ωB97M-V functional and the def2-TZVPD basis",
  "elements": ["S", "S", "S", "N", "N", "C", "C", "C", "C", "C", "C", "C", "C", "H", "H", "H", "H", "H", "H", "H", "H", "H"],
  "coordinates": [[-0.7534, 2.5804, 1.3528], [-0.8736, -1.4578, 1.9969], [-2.5291, -1.3092, 0.1811], [1.0474, -0.7822, 0.4463], [-2.4512, 0.1115, -0.3393], [2.0378, -0.0794, -0.3988], [1.2281, 0.5037, -1.5981], [-2.5031, 1.3716, -0.5620], [0.0301, -0.1443, 1.2219], [-1.9591, 2.4539, 0.1425], [1.1138, -2.1165, 0.5947], [0.1970, -2.7199, 1.3101], [-0.0765, 1.1286, 1.3612], [-2.0914, 3.4257, -0.3553], [0.1422, -3.8327, 1.4086], [2.0086, 1.0770, -2.0525], [0.8631, -0.1946, -2.3372], [0.4078, 1.0423, -1.0678], [1.9796, -2.6773, 0.3326], [-2.9743, 1.6202, -1.4441], [2.8142, -0.8325, -0.3731], [2.3420, 0.8316, 0.1794]],
  "total_charge": 1,
  "e_homo_ev": [-11.50, -11.64],
  "e_above_lowest_kcal_mol": 107.8,
  "mol_weight_da": 229.375,
  "homo_lumo_gap_ha": [0.2292, 0.2482]
}



[5]
{
  "formula": "C8H9N3O",
  "method": "the ωB97M-V functional and the def2-TZVPD basis",
  "elements": ["O", "N", "N", "N", "C", "C", "C", "C", "C", "C", "C", "C", "H", "H", "H", "H", "H", "H", "H", "H", "H"],
  "coordinates": [[1.0164, 1.2247, -1.3461], [1.4334, -0.0607, 0.5974], [-0.0933, 1.2565, -0.9524], [3.7813, 0.1785, 0.3456], [-2.3108, -1.6225, 0.1083], [-0.0242, -1.7934, 1.0717], [-1.9923, -0.4223, -0.5513], [-0.8079, 2.4239, -0.8497], [2.5821, 0.0878, 0.4963], [-1.3332, -2.2912, 0.9372], [-0.6554, 0.0901, -0.5126], [0.2084, -0.6447, 0.3259], [-3.3122, -2.1352, 0.0681], [0.8321, -2.0820, 1.7723], [-1.4696, 2.4224, -1.7119], [-1.5878, -3.0227, 1.6651], [4.4396, -0.2116, 1.0143], [-0.3262, 3.3888, -0.9910], [3.9892, 0.8959, -0.3671], [-2.8601, -0.0414, -1.1591], [-1.5093, 2.3593, 0.0389]],
  "total_charge": 2,
  "smiles": "C[N+](=O)c1ccccc1[N+]#CN",
  "e_homo_ev": [-17.55, -17.55],
  "e_above_lowest_kcal_mol": 23.5,
  "mol_weight_da": 163.180,
  "homo_lumo_gap_ha": [0.2682, 0.2683]
}



[6]
{
  "formula": "C8H9N3O3",
  "method": "the ωB97M-V functional and the def2-TZVPD basis",
  "elements": ["O", "O", "O", "N", "N", "N", "C", "C", "C", "C", "C", "C", "C", "C", "H", "H", "H", "H", "H", "H", "H", "H", "H"],
  "coordinates": [[5.1682, -0.5700, -0.7825], [-0.8198, 1.4706, -1.0009], [4.2878, -2.4621, -1.1419], [-1.2849, 0.1236, -0.8789], [-1.6390, 1.1297, 0.0227], [4.2019, -1.2781, -0.7894], [3.0137, -0.7128, -0.2310], [-0.2474, 0.7569, 1.9146], [-2.4568, -0.0575, -1.7822], [1.8686, 1.2187, 0.6802], [2.9525, 0.6486, 0.0406], [0.9068, -1.0294, 0.7762], [0.9267, 0.2994, 1.2302], [1.9115, -1.5659, -0.0047], [0.0753, -1.6429, 1.1556], [-3.1895, 0.7934, -1.6594], [-1.8613, -0.3461, -2.7321], [-3.0770, -0.8837, -1.4538], [1.8548, 2.3086, 0.8531], [3.7529, 1.2925, -0.2811], [-0.9382, 0.1125, 2.3704], [-0.5228, 1.9076, 1.9818], [1.8944, -2.6184, -0.2235]],
  "total_charge": 0,
  "e_homo_ev": [-9.48, -8.02],
  "e_above_lowest_kcal_mol": 175.4,
  "mol_weight_da": 195.178,
  "homo_lumo_gap_ha": [0.3026, 0.2694]
}



[7]
{
  "formula": "C8H9N4O",
  "method": "the ωB97M-V functional and the def2-TZVPD basis",
  "elements": ["O", "N", "N", "N", "N", "C", "C", "C", "C", "C", "C", "C", "C", "H", "H", "H", "H", "H", "H", "H", "H", "H"],
  "coordinates": [[-3.1836, -1.0828, -0.2966], [1.0291, -0.6691, -0.0548], [1.1308, -3.0561, 0.1770], [-1.4766, -2.1962, 0.1007], [-2.0189, -1.1535, -0.0371], [0.4425, 1.8186, -0.0319], [-0.4548, 2.8842, 0.1200], [0.6212, -1.8938, 0.0494], [0.0639, 0.3930, -0.0183], [-1.8012, 2.5576, 0.1061], [2.4530, -0.4716, -0.0196], [-1.3014, 0.1444, -0.0152], [-2.2109, 1.2072, 0.0029], [2.8540, -1.2864, -0.6765], [-3.1985, 0.7941, -0.1333], [2.1586, -3.3732, 0.3155], [-2.5488, 3.2840, 0.0285], [2.8843, -0.6161, 0.8930], [1.3997, 2.1886, -0.1079], [-0.1246, 3.8917, -0.0990], [0.5177, -3.8465, 0.0672], [2.7648, 0.4818, -0.3697]],
  "total_charge": 1,
  "e_homo_ev": [-13.10, -13.10],
  "e_above_lowest_kcal_mol": 156.6,
  "mol_weight_da": 177.187,
  "homo_lumo_gap_ha": [0.2978, 0.2977]
}



[8]
{
  "formula": "C8H9NO",
  "method": "the ωB97M-V functional and the def2-TZVPD basis",
  "elements": ["O", "N", "C", "C", "C", "C", "C", "C", "C", "C", "H", "H", "H", "H", "H", "H", "H", "H", "H"],
  "coordinates": [[-1.9373, 0.1963, -1.3936], [1.0239, 0.5022, -0.1602], [0.7370, -1.7590, 0.0594], [0.0535, -0.5344, -0.1361], [2.2227, -0.0788, 0.0126], [-2.4183, -0.8083, 0.8171], [2.1048, -1.4367, 0.0984], [-2.0297, 0.3839, 1.0015], [-1.4203, -0.2625, -0.2293], [0.6445, 1.8873, -0.1286], [-3.0789, -1.4891, 1.2826], [1.6066, 2.3432, -0.4473], [3.0516, -2.0447, 0.1923], [-2.0899, 1.4005, 1.2323], [-0.1868, 1.9038, -0.7641], [3.0858, 0.4880, -0.0482], [-1.7197, -0.2510, -2.1852], [0.1491, 2.2942, 0.8284], [0.2015, -2.7350, -0.0319]],
  "total_charge": 0,
  "smiles": "Cn1cccc1C1(O)C=C1",
  "e_homo_ev": -7.85,
  "e_above_lowest_kcal_mol": 103.2,
  "mol_weight_da": 135.166,
  "homo_lumo_gap_ha": 0.3227
}



[9]
{
  "formula": "C8H9NO2S",
  "method": "the ωB97M-V functional and the def2-TZVPD basis",
  "elements": ["S", "O", "O", "N", "C", "C", "C", "C", "C", "C", "C", "C", "H", "H", "H", "H", "H", "H", "H", "H", "H"],
  "coordinates": [[0.7762, -2.1480, -1.6702], [2.1676, -1.9436, -1.4440], [0.3047, -3.6360, -1.1733], [-0.8174, -1.9428, 0.5053], [0.5480, 2.9771, -0.3470], [0.1489, 0.1728, -0.2918], [1.4197, 0.7567, -0.3218], [1.6084, 2.1126, -0.4367], [-1.0128, 1.0347, -0.2873], [-0.0295, -1.2237, -0.2953], [-1.2671, -1.4632, 1.7780], [-0.7428, 2.4083, -0.1465], [-1.0194, -2.0719, 2.7025], [2.2816, 0.2381, -0.4021], [-1.7195, 3.0337, -0.0765], [-2.4607, -1.2983, 1.8751], [-0.9924, -0.4989, 1.9804], [0.6755, 3.9615, -0.4200], [2.6499, 2.6192, -0.6027], [-2.0392, 0.7183, -0.2887], [-0.4796, -3.8064, -0.6376]],
  "total_charge": 0,
  "e_homo_ev": -9.08,
  "e_above_lowest_kcal_mol": 73.9,
  "mol_weight_da": 183.232,
  "homo_lumo_gap_ha": 0.3268
}



[10]
{
  "formula": "C8H9NO2S",
  "method": "the ωB97M-V functional and the def2-TZVPD basis",
  "elements": ["S", "O", "O", "N", "C", "C", "C", "C", "C", "C", "C", "C", "H", "H", "H", "H", "H", "H", "H", "H", "H"],
  "coordinates": [[-2.0050, -3.8230, 1.2012], [0.2672, -2.1400, -0.3567], [1.0643, 0.1751, -2.8463], [1.1398, -1.2773, -1.1643], [2.2124, 3.7417, 0.5443], [2.3300, 4.7541, 1.4019], [-2.0609, -1.7244, 0.0879], [2.4174, 2.8128, -0.3957], [-3.2511, -3.9025, 2.2644], [0.4560, -0.3375, -1.9739], [-0.9384, -1.6113, -0.6941], [-0.9054, -0.4878, -1.5688], [-3.2180, -4.5549, 3.0691], [2.2601, 4.6565, 2.4562], [1.6222, 2.3020, -0.8424], [-4.0965, -3.2458, 2.1747], [-1.8112, 0.0199, -1.9953], [1.8664, -1.7962, -1.5785], [2.3849, 5.7361, 0.9616], [3.3778, 2.4505, -0.4753], [-3.1120, -1.7479, -0.2699]],
  "total_charge": 0,
  "e_homo_ev": [-7.80, -7.81],
  "e_above_lowest_kcal_mol": 209.7,
  "mol_weight_da": 183.232,
  "homo_lumo_gap_ha": [0.2208, 0.2215]
}



[11]
{
  "formula": "C8H9NO3",
  "method": "the ωB97M-V functional and the def2-TZVPD basis",
  "elements": ["O", "O", "O", "N", "C", "C", "C", "C", "C", "C", "C", "C", "H", "H", "H", "H", "H", "H", "H", "H", "H"],
  "coordinates": [[-2.6301, -1.5831, -0.4432], [-4.0684, -0.5735, 0.9618], [-1.3519, 0.9037, -1.1583], [3.7584, -0.7946, 0.3541], [-2.3877, 0.8583, -0.2033], [2.4075, -0.3687, 0.0475], [1.5489, -1.2432, -0.4868], [0.2935, -0.8341, -0.9355], [0.7393, 1.3840, -0.0650], [-0.0758, 0.5229, -0.7582], [1.9951, 0.9399, 0.3174], [-3.0352, -0.5524, 0.0849], [-4.2935, 0.3424, 1.2142], [1.9562, -2.2144, -0.7122], [-0.4342, -1.5902, -1.3415], [4.1948, -0.1704, 0.9512], [3.7700, -1.7370, 0.8217], [2.6194, 1.6185, 0.9020], [-2.1049, 1.2571, 0.8173], [0.2440, 2.3532, 0.3640], [-3.1453, 1.4817, -0.7320]],
  "total_charge": 0,
  "smiles": "Nc1ccc(OCC(=O)O)cc1",
  "e_homo_ev": -8.31,
  "e_above_lowest_kcal_mol": 26.8,
  "mol_weight_da": 167.164,
  "homo_lumo_gap_ha": 0.3196
}